This record from the Open Molecules 2025 dataset describes a 2-piece molecular cluster, C2H6ClNO overall. The level of theory is ωB97M-V/def2-TZVPD.

ORCA input file:
```
! wB97M-V def2-TZVPD RIJCOSX def2/J DEFGRID3
* xyz 0 1
Cl 1.9660 1.2408 -1.4873
O 0.3699 -1.8444 1.0105
N -0.0311 -0.1659 -0.5225
C -1.0562 0.7771 -0.5788
C 0.5166 -0.4767 0.7496
H 0.0381 0.0573 1.5827
H -1.9659 0.2324 -0.2745
H -0.9459 1.6251 0.1088
H 0.7298 -2.3429 0.2671
H -1.2075 1.1076 -1.6043
H 1.5861 -0.2102 0.7487
*
```

As for the calculated total energy: -669.86502 Ha. As for the LUMO energy (spin up / spin down): -1.4900 / -2.9537 eV. For the HOMO energy (spin up / spin down), the calculation gives -10.8 / -10.2 eV. The HOMO-LUMO gap (spin up / spin down) comes out at 9.27 / 7.27 eV. The calculation puts the energy above the lowest of the compared OMol25 structures with the same formula, charge and spin at 83.14 kcal per mole.


This record from the Open Molecules 2025 dataset describes one molecule with the formula C2H6ClNO. The level of theory is ωB97M-V/def2-TZVPD.

ORCA input file:
```
! wB97M-V def2-TZVPD RIJCOSX def2/J DEFGRID3
* xyz 0 1
Cl 1.5200 -0.4515 1.5174
O -0.3173 -0.5018 -0.4192
N 0.2474 0.4441 0.3937
C 0.5538 -0.8956 -1.4900
C -0.8402 0.9162 1.1698
H -1.5126 1.4015 0.4424
H -0.5532 1.8344 1.6048
H 1.4287 -1.0473 -0.9915
H 0.1458 -1.8569 -1.9194
H 0.5844 0.0583 -2.2000
H -1.2569 0.0986 1.8919
*
```

As for the calculated total energy: -669.85364 Ha. As for the LUMO energy: 0.3068 eV. For the HOMO energy, the calculation gives -9.5 eV. The HOMO-LUMO gap comes out at 9.80 eV. Its SMILES is CON(C)Cl. The calculation puts the energy above the lowest of the compared OMol25 structures with the same formula, charge and spin at 90.28 kcal per mole.


This record from the Open Molecules 2025 dataset describes an isolated ion of composition C2H6ClNO2P and charge -1. The level of theory is ωB97M-V/def2-TZVPD.

ORCA input file:
```
! wB97M-V def2-TZVPD RIJCOSX def2/J DEFGRID3
* xyz -1 1
Cl 2.6343 0.5865 0.2844
P 0.7800 1.2212 1.0154
O -0.5803 1.6438 -1.5880
O 0.8392 0.7704 2.4118
N -0.2546 0.1030 0.2715
C -0.6915 0.2879 -1.0626
C -0.3020 -1.3173 0.7315
H -1.7517 -0.0295 -1.2214
H -1.4071 -1.6209 0.9018
H -0.1368 -0.4560 -1.8074
H 0.1062 -1.9093 -0.1646
H 0.4245 -1.2968 1.5580
H 0.3397 2.0169 -1.3305
*
```

As for the calculated total energy: -1086.67369 Ha. As for the LUMO energy: 3.8946 eV. For the HOMO energy, the calculation gives -3.4 eV. The HOMO-LUMO gap comes out at 7.26 eV. Its SMILES is CN(CO)P([O-])Cl. The calculation puts the energy above the lowest of the compared OMol25 structures with the same formula, charge and spin at 40.22 kcal per mole.


This record from the Open Molecules 2025 dataset describes a 2-piece molecular cluster, C2H6ClNOS overall. The level of theory is ωB97M-V/def2-TZVPD.

ORCA input file:
```
! wB97M-V def2-TZVPD RIJCOSX def2/J DEFGRID3
* xyz 0 1
Cl -3.2995 1.5826 -0.4236
S 1.9186 0.7378 -0.3874
O 1.6469 2.1321 0.0558
N 3.3141 0.2826 0.3695
C 0.5261 -0.0527 0.3783
C -3.0479 0.4247 0.7926
H 3.5336 0.8871 1.1520
H -3.3873 0.8698 1.6932
H -0.3270 0.4971 0.7598
H 3.3725 -0.6521 0.6199
H 0.4646 -1.0032 -0.0710
H -2.7853 -0.5271 0.2980
*
```

As for the calculated total energy: -1067.97346 Ha. As for the LUMO energy (spin up / spin down): -0.2360 / -1.1445 eV. For the HOMO energy (spin up / spin down), the calculation gives -8.9 / -8.5 eV. The HOMO-LUMO gap (spin up / spin down) comes out at 8.69 / 7.40 eV. The calculation puts the energy above the lowest of the compared OMol25 structures with the same formula, charge and spin at 107.14 kcal per mole.